# C43H42FeN2O2SiTe

A structure of composition C43H42FeN2O2SiTe (ωB97M-V with the def2-TZVPD basis set, the OMol25 dataset).

Positions of all 92 atoms, in Å:
Te (3.83, 1.81, 2.17)
Fe (-0.93, -0.06, 0.80)
Si (-0.86, -0.50, 3.12)
O (-1.47, -1.78, -0.14)
O (-3.44, -5.15, -0.99)
N (0.89, -0.40, -0.27)
N (-2.79, 1.23, 0.04)
C (-1.70, -3.67, -1.54)
C (-5.22, -0.91, -1.83)
C (3.53, -2.50, -0.77)
C (5.28, 2.98, -1.82)
C (-0.17, -2.05, 3.99)
C (0.07, 1.01, 3.85)
C (-6.29, -1.14, -0.98)
C (-4.16, -2.93, -1.07)
C (5.10, 2.33, -0.60)
C (-2.82, 3.98, -2.43)
C (-6.32, -2.29, -0.20)
C (1.05, 0.90, 4.84)
C (0.20, -4.47, -2.83)
C (-3.10, -3.99, -1.16)
C (-3.00, 2.50, -0.54)
C (-2.64, -0.33, 3.85)
C (0.41, -2.46, -1.45)
C (-1.10, -4.61, -2.37)
C (2.74, 0.16, 1.31)
C (5.46, -1.70, -1.95)
C (-3.54, 3.54, 0.21)
C (0.80, -5.46, -3.79)
C (3.49, 4.49, -1.27)
C (-4.15, -1.79, -1.87)
C (4.68, -0.72, -2.55)
C (2.75, -1.52, -1.36)
C (4.48, 4.06, -2.15)
C (1.67, 2.02, 5.38)
C (1.30, -1.40, -0.98)
C (-0.95, -2.57, -1.02)
C (1.32, 3.29, 4.93)
C (3.33, -0.64, -2.26)
C (0.38, 3.42, 3.92)
C (-0.22, 2.30, 3.38)
C (-3.71, 4.79, -0.36)
C (1.82, 0.64, 0.19)
C (0.93, -3.39, -2.36)
C (-2.64, 2.73, -1.87)
C (-3.35, 5.02, -1.67)
C (3.32, 3.84, -0.06)
C (4.12, 2.76, 0.28)
C (4.88, -2.60, -1.07)
C (-5.27, -3.19, -0.27)
H (1.20, 1.46, 0.58)
H (0.06, -6.20, -4.08)
H (-0.95, 2.41, 2.59)
H (5.73, 1.49, -0.35)
H (1.32, -0.08, 5.21)
H (6.05, 2.65, -2.50)
H (2.41, 1.91, 6.16)
H (2.87, 5.34, -1.53)
H (2.55, 4.18, 0.63)
H (0.12, 4.41, 3.56)
H (0.89, -2.19, 3.81)
H (5.12, -0.02, -3.25)
H (-1.70, -5.46, -2.67)
H (1.65, -5.98, -3.35)
H (-0.69, -2.95, 3.64)
H (-3.84, 3.36, 1.24)
H (-4.15, 5.58, 0.24)
H (2.71, 0.11, -2.76)
H (5.48, -3.38, -0.61)
H (-3.06, 0.67, 3.67)
H (2.42, 1.03, -0.63)
H (1.95, -3.28, -2.71)
H (-3.32, -1.62, -2.54)
H (-3.47, 6.01, -2.10)
H (-2.23, 1.92, -2.46)
H (-3.32, -1.06, 3.41)
H (3.45, -0.57, 0.93)
H (-2.54, 4.16, -3.46)
H (6.52, -1.77, -2.18)
H (-5.29, -4.11, 0.30)
H (-7.11, -0.43, -0.94)
H (-7.17, -2.49, 0.44)
H (-5.23, -0.03, -2.47)
H (1.15, -4.96, -4.70)
H (-2.90, 0.48, -0.64)
H (-0.33, -1.97, 5.07)
H (4.62, 4.57, -3.10)
H (3.08, -3.20, -0.07)
H (-2.61, -0.50, 4.92)
H (-3.41, 1.05, 0.82)
H (2.15, -0.29, 2.11)
H (1.79, 4.16, 5.37)

Values from the calculation:
LUMO level (alpha / beta), Ha: 0.00377 / 0.00118
Multiplicity: 5
F_max, eV Å⁻¹: 2.02
Energy above the lowest of the compared OMol25 structures with the same formula, charge and spin, kJ/mol: 20.69
HOMO-LUMO gap (alpha / beta), eV: 7.31 / 7.76
Calculated total energy, eV: -101906.508
HOMO energy (alpha / beta), eV: -7.203 / -7.731

***

# C10H24FeN5O3

A structure of composition C10H24FeN5O3 (ωB97M-V with the def2-TZVPD basis set, the OMol25 dataset).

Positions of all 43 atoms, in Å:
Fe (0.25, -0.02, 0.01)
O (1.31, -1.52, -1.48)
O (2.30, 3.55, 0.39)
O (1.26, 1.64, 0.65)
N (1.39, 2.49, -1.43)
N (-1.37, -1.48, -0.40)
N (-1.54, 1.07, 0.73)
N (-0.04, -1.05, 1.93)
N (0.74, 1.34, -1.91)
C (1.99, -2.49, -1.64)
C (2.80, 4.62, -0.44)
C (-1.08, -0.33, 2.73)
C (-0.93, -2.73, 0.26)
C (1.66, 2.53, -0.11)
C (-1.37, 1.07, 2.20)
C (-2.78, 0.49, 0.20)
C (2.33, -3.23, -2.88)
C (-2.70, -1.03, 0.08)
C (-0.42, -2.48, 1.70)
H (-3.65, 0.76, 0.82)
H (1.97, 5.14, -0.92)
H (-1.98, -0.93, 2.73)
H (-0.04, 1.62, -2.50)
H (-2.24, 1.49, 2.72)
H (1.38, 0.79, -2.49)
H (-1.16, -2.77, 2.44)
H (0.83, -1.04, 2.46)
H (-0.76, -0.26, 3.78)
H (1.74, -2.87, -3.73)
H (-2.95, 0.92, -0.79)
H (2.18, -4.30, -2.71)
H (3.51, 4.22, -1.17)
H (3.40, -3.10, -3.07)
H (-0.52, 1.72, 2.41)
H (-0.12, -3.15, -0.33)
H (-1.50, 2.04, 0.44)
H (1.80, 3.14, -2.09)
H (-1.72, -3.48, 0.27)
H (-2.90, -1.52, 1.03)
H (-1.42, -1.65, -1.40)
H (0.45, -3.11, 1.88)
H (3.32, 5.29, 0.24)
H (-3.48, -1.39, -0.60)

Values from the calculation:
LUMO level (alpha / beta), Ha: -0.19969 / -0.23694
Multiplicity: 6
F_max, eV Å⁻¹: 0.66
Energy above the lowest of the compared OMol25 structures with the same formula, charge and spin, kJ/mol: 0.00
HOMO-LUMO gap (alpha / beta), eV: 9.31 / 9.08
Net charge: +2
Calculated total energy, eV: -58724.902
HOMO energy (alpha / beta), eV: -14.740 / -15.530

***

# HN2O3

The ion HN2O3 with charge +1 (ωB97M-V with the def2-TZVPD basis set, the OMol25 dataset).

Positions of all 6 atoms, in Å:
O (0.03, -0.99, -0.07)
O (-2.04, 0.05, 0.30)
O (-0.01, 0.99, -0.07)
N (0.98, 0.05, -0.35)
N (-0.90, 0.01, 0.10)
H (1.93, -0.10, 0.09)

Values from the calculation:
LUMO level, Ha: -0.28210
F_max, eV Å⁻¹: 3.08
Energy above the lowest of the compared OMol25 structures with the same formula, charge and spin, kJ/mol: 378.83
HOMO-LUMO gap, eV: 9.93
Net charge: +1
Calculated total energy, eV: -9121.131
HOMO energy, eV: -17.609
SMILES: O=[n+]1o[nH]o1